Density functional theory data (ωB97M-V/def2-TZVPD) for a molecular structure, C5H10O2.

Last column: Löwdin charge in e.
Cartesian coordinates (Å):
H 1.728 -1.516 -0.371  0.156
O -0.650 -0.017 1.294  -0.089
C -2.170 0.547 -0.467  0.000
H 1.887 0.594 -1.502  0.055
C 0.617 -0.705 1.416  -0.181
C 0.910 -0.901 -0.007  -0.255
C -1.269 -0.487 0.153  -0.389
H -2.612 0.170 -1.393  0.088
O -0.164 -0.803 -0.778  0.009
H 1.211 1.744 -0.319  0.059
H 1.540 0.231 0.690  0.101
H 0.546 -1.632 1.994  0.094
H -1.777 -1.452 0.314  0.159
H 2.896 1.103 -0.130  0.058
H -2.970 0.795 0.235  0.091
H -1.594 1.452 -0.681  0.089
C 1.870 0.878 -0.448  -0.045

Values from the calculation:
Molar mass, g mol⁻¹: 102.13
Total charge: 0
ΔE to the lowest compared entry with this formula, charge and spin, eV: 6.371
Kohn-Sham gap, eV: 8.3085